(1)
{"formula": "C131H106N4O19", "method": "ωB97M-V/def2-TZVPD", "total_energy_ev": -182414.3171, "spin_multiplicity": 2, "total_charge": 1, "orbital_gap_ev": [6.19, 3.27], "elements": ["C", "C", "C", "C", "C", "C", "C", "O", "C", "C", "C", "C", "C", "C", "C", "O", "H", "H", "H", "H", "H", "H", "H", "H", "C", "C", "C", "C", "C", "C", "C", "O", "C", "C", "C", "C", "C", "C", "C", "O", "H", "H", "H", "H", "H", "H", "H", "H", "C", "C", "C", "C", "C", "C", "C", "O", "C", "C", "C", "C", "C", "C", "C", "O", "H", "H", "H", "H", "H", "H", "H", "H", "C", "C", "C", "C", "C", "C", "C", "O", "C", "C", "C", "C", "C", "C", "C", "O", "H", "H", "H", "H", "H", "H", "H", "H", "C", "C", "C", "C", "C", "C", "C", "O", "C", "C", "C", "C", "C", "C", "C", "O", "H", "H", "H", "H", "H", "H", "H", "H", "C", "C", "C", "C", "C", "C", "C", "O", "C", "C", "C", "C", "C", "C", "C", "O", "H", "H", "H", "H", "H", "H", "H", "H", "C", "C", "C", "C", "C", "C", "C", "O", "C", "C", "C", "C", "C", "C", "C", "O", "H", "H", "H", "H", "H", "H", "H", "H", "C", "C", "C", "C", "C", "C", "C", "O", "C", "C", "C", "C", "C", "C", "C", "O", "H", "H", "H", "H", "H", "H", "H", "H", "C", "O", "N", "N", "H", "H", "H", "H", "C", "C", "C", "C", "C", "C", "N", "O", "C", "C", "C", "H", "H", "H", "H", "H", "H", "H", "H", "H", "H", "H", "H", "H", "H", "H", "H", "H", "H", "H", "C", "C", "C", "C", "C", "C", "N", "O", "C", "C", "C", "H", "H", "H", "H", "H", "H", "H", "H", "H", "H", "H", "H", "H", "H", "H", "H", "H", "H", "H"], "xyz": [[3.354, -5.739, 1.642], [2.146, -5.031, 1.557], [1.556, -4.647, 0.329], [2.144, -5.019, -0.902], [3.287, -5.826, -0.782], [3.881, -6.118, 0.429], [3.984, -6.325, -2.103], [5.025, -6.917, -2.154], [3.126, -6.251, -3.356], [3.607, -6.904, -4.546], [2.857, -6.795, -5.763], [1.727, -5.976, -5.785], [1.358, -5.301, -4.601], [1.993, -5.427, -3.380], [1.561, -4.584, -2.213], [0.720, -3.709, -2.214], [3.755, -5.791, 2.644], [1.786, -4.678, 2.511], [0.711, -3.975, 0.276], [4.802, -6.670, 0.313], [4.578, -7.375, -4.592], [3.258, -7.230, -6.667], [1.177, -5.730, -6.681], [0.446, -4.724, -4.642], [2.722, 0.804, 12.039], [3.972, 1.305, 11.611], [4.271, 1.444, 10.254], [3.418, 0.925, 9.297], [2.239, 0.340, 9.775], [1.929, 0.142, 11.125], [1.294, -0.343, 8.865], [0.415, -1.121, 9.319], [1.642, -0.298, 7.455], [0.603, -0.949, 6.553], [0.644, -0.629, 5.197], [1.792, -0.014, 4.680], [2.874, 0.441, 5.500], [2.765, 0.376, 6.867], [3.814, 0.973, 7.823], [4.920, 1.341, 7.306], [2.513, 0.832, 13.099], [4.639, 1.584, 12.413], [5.167, 1.969, 9.959], [0.966, -0.235, 11.435], [-0.248, -1.521, 6.891], [0.027, -1.193, 4.514], [1.801, 0.064, 3.603], [3.800, 0.875, 5.152], [6.050, -2.828, 1.005], [4.784, -2.301, 1.139], [4.549, -1.002, 1.593], [5.596, -0.118, 1.835], [6.880, -0.551, 1.493], [7.103, -1.947, 1.142], [8.112, 0.430, 1.544], [9.226, 0.045, 1.109], [7.856, 1.795, 2.176], [8.875, 2.754, 2.423], [8.567, 4.088, 2.943], [7.235, 4.370, 3.210], [6.183, 3.441, 3.044], [6.462, 2.100, 2.558], [5.280, 1.171, 2.469], [4.206, 1.431, 2.896], [6.177, -3.853, 0.691], [3.914, -2.927, 1.008], [3.475, -0.901, 1.643], [8.115, -2.323, 1.111], [9.858, 2.409, 2.140], [9.323, 4.782, 3.277], [6.848, 5.349, 3.451], [5.208, 3.797, 3.340], [-9.649, 2.421, 6.514], [-8.953, 3.273, 7.372], [-7.638, 3.595, 7.159], [-6.987, 3.124, 6.006], [-7.624, 2.095, 5.105], [-8.976, 1.822, 5.445], [-6.978, 1.329, 3.993], [-7.459, 0.423, 3.414], [-5.632, 1.990, 3.660], [-4.902, 1.546, 2.498], [-3.524, 1.944, 2.308], [-2.982, 2.896, 3.065], [-3.585, 3.318, 4.275], [-4.967, 2.909, 4.548], [-5.581, 3.497, 5.768], [-5.088, 4.311, 6.618], [-10.651, 2.154, 6.818], [-9.489, 3.577, 8.259], [-7.176, 4.340, 7.791], [-9.468, 1.069, 4.847], [-5.339, 0.856, 1.792], [-2.882, 1.408, 1.624], [-1.993, 3.277, 2.855], [-3.054, 3.866, 5.038], [4.872, -2.634, -2.725], [5.059, -1.255, -2.618], [6.278, -0.707, -2.329], [7.493, -1.511, -2.309], [7.198, -2.903, -2.470], [5.947, -3.402, -2.787], [8.368, -3.811, -2.459], [8.163, -5.052, -2.572], [9.736, -3.282, -2.394], [10.763, -4.126, -2.803], [12.108, -3.723, -2.682], [12.444, -2.449, -2.230], [11.408, -1.568, -1.958], [10.016, -1.923, -2.132], [8.880, -1.020, -1.991], [9.024, 0.140, -1.692], [3.854, -2.914, -2.954], [4.176, -0.633, -2.613], [6.339, 0.360, -2.172], [5.768, -4.466, -2.847], [10.572, -5.015, -3.386], [12.844, -4.426, -3.043], [13.458, -2.080, -2.193], [11.523, -0.559, -1.590], [0.470, 6.260, -3.939], [0.161, 5.218, -4.663], [1.115, 4.275, -4.890], [2.436, 4.377, -4.484], [2.805, 5.507, -3.712], [1.730, 6.399, -3.433], [4.080, 5.730, -3.078], [4.422, 6.668, -2.349], [5.186, 4.720, -3.320], [6.528, 4.903, -2.972], [7.442, 3.847, -3.237], [7.031, 2.695, -3.870], [5.749, 2.521, -4.348], [4.771, 3.498, -4.025], [3.375, 3.214, -4.675], [2.995, 2.174, -5.232], [-0.286, 7.020, -3.810], [-0.810, 5.053, -5.107], [0.790, 3.438, -5.490], [2.043, 7.258, -2.859], [6.956, 5.767, -2.484], [8.467, 3.855, -2.897], [7.731, 1.902, -4.087], [5.377, 1.612, -4.796], [-11.433, 0.043, -1.476], [-11.826, -0.697, -2.623], [-10.865, -1.026, -3.589], [-9.483, -0.827, -3.433], [-9.080, -0.329, -2.141], [-10.068, 0.044, -1.170], [-7.625, 0.026, -1.813], [-7.219, 0.246, -0.639], [-6.756, 0.131, -2.955], [-5.550, 0.812, -2.812], [-4.720, 0.977, -3.985], [-5.142, 0.532, -5.216], [-6.343, -0.186, -5.377], [-7.207, -0.363, -4.281], [-8.524, -1.059, -4.467], [-8.943, -1.624, -5.524], [-12.135, 0.401, -0.737], [-12.849, -1.013, -2.770], [-11.246, -1.472, -4.496], [-9.816, 0.449, -0.201], [-5.216, 1.306, -1.912], [-3.878, 1.593, -3.704], [-4.587, 0.890, -6.071], [-6.598, -0.479, -6.384], [-8.139, 4.239, 0.528], [-7.881, 3.672, -0.758], [-6.619, 3.948, -1.359], [-5.576, 4.653, -0.624], [-5.835, 5.051, 0.703], [-7.143, 4.842, 1.245], [-4.876, 5.783, 1.588], [-5.235, 6.174, 2.741], [-3.599, 6.135, 0.919], [-2.826, 7.158, 1.481], [-1.639, 7.713, 0.917], [-1.174, 7.132, -0.294], [-2.014, 6.131, -0.953], [-3.193, 5.712, -0.393], [-4.212, 4.877, -1.196], [-3.964, 4.425, -2.283], [-9.043, 4.026, 1.080], [-8.533, 2.904, -1.149], [-6.420, 3.423, -2.282], [-7.491, 5.232, 2.189], [-3.255, 7.662, 2.334], [-1.264, 8.613, 1.382], [-0.397, 7.595, -0.885], [-1.677, 5.609, -1.836], [-1.618, -3.281, 2.261], [-1.033, -2.456, 2.906], [-2.670, -2.991, 1.494], [-1.415, -4.546, 2.400], [-2.874, -3.534, 0.667], [-2.996, -2.036, 1.463], [-0.763, -4.729, 3.149], [-2.079, -5.189, 1.992], [0.187, -1.097, 0.232], [0.616, 0.036, -0.695], [-0.227, -0.057, -1.975], [-1.541, 0.798, -2.045], [-1.276, 2.280, -1.462], [0.085, 2.624, -0.750], [0.414, 1.404, -0.034], [1.419, 1.604, 1.018], [1.184, 3.083, -1.725], [-0.147, 3.782, 0.209], [2.122, -0.195, -1.088], [-0.887, -1.272, 0.167], [0.467, -1.118, 1.286], [0.612, -2.042, -0.107], [0.382, 0.126, -2.860], [-0.579, -1.074, -2.148], [-2.334, 0.222, -1.569], [-1.775, 0.818, -3.110], [-2.086, 2.370, -0.737], [-1.346, 2.919, -2.342], [2.174, 2.947, -1.289], [1.141, 2.529, -2.662], [0.999, 4.153, -1.824], [-0.061, 4.788, -0.203], [-1.168, 3.795, 0.592], [0.479, 3.781, 1.101], [2.533, 0.662, -1.621], [2.055, -1.016, -1.803], [2.831, -0.449, -0.300], [0.902, 1.786, 1.807], [-2.947, -2.822, -3.677], [-3.860, -3.430, -2.597], [-5.290, -3.733, -3.049], [-5.254, -5.132, -3.870], [-4.737, -6.251, -2.942], [-3.365, -5.905, -2.339], [-3.143, -4.481, -1.974], [-1.943, -4.151, -1.279], [-3.164, -6.738, -1.099], [-2.279, -6.298, -3.347], [-4.074, -2.282, -1.523], [-2.884, -3.683, -4.342], [-1.979, -2.514, -3.282], [-3.373, -1.964, -4.197], [-6.087, -3.766, -2.307], [-5.509, -2.926, -3.748], [-4.648, -5.017, -4.769], [-6.176, -5.512, -4.312], [-4.865, -7.166, -3.521], [-5.422, -6.348, -2.100], [-3.762, -6.358, -0.270], [-3.313, -7.817, -1.121], [-2.141, -6.600, -0.748], [-1.312, -6.456, -2.869], [-2.424, -7.290, -3.776], [-1.997, -5.522, -4.058], [-4.880, -1.621, -1.840], [-3.323, -1.495, -1.590], [-4.088, -2.630, -0.490], [-1.350, -4.175, -2.034]], "mulliken_charge": [-0.845, -0.820, 0.573, -0.021, 1.054, -0.595, 0.130, -0.673, 0.969, -0.861, -0.586, -0.956, -0.545, 0.216, 1.286, -0.851, 0.413, 0.314, -0.618, 0.548, 0.500, 0.405, 0.457, 0.415, -0.477, -0.451, -0.660, 0.288, 0.517, -0.670, 0.762, -0.693, 0.271, -1.331, -0.860, 0.258, -0.765, 0.343, 0.173, -0.693, 0.395, 0.366, 0.456, 0.395, 0.442, 0.508, 0.688, 0.767, -0.680, 0.673, -0.919, 0.332, 0.423, -0.918, 0.544, -0.754, -0.167, -0.365, -0.835, -0.462, -0.847, 0.712, 0.521, -0.600, 0.529, -0.112, 0.756, 0.490, 0.523, 0.411, 0.385, 0.427, -0.685, -0.277, -0.795, 0.558, 0.423, -0.572, 0.212, -0.571, 0.184, -0.677, -0.251, -0.283, -1.479, 0.403, 0.523, -0.713, 0.370, 0.387, 0.447, 0.461, 0.652, 0.541, 0.588, 0.535, 0.758, -1.264, -1.005, -0.587, 0.756, -0.797, 0.531, -0.745, 0.456, -0.723, -0.364, -0.818, -0.415, 0.185, 0.799, -0.782, 0.305, 0.567, 0.981, 0.499, 0.388, 0.376, 0.419, 0.515, -0.439, -0.369, -0.423, 0.054, -0.268, -0.922, 0.867, -0.679, 0.609, -0.726, -0.607, -0.516, -0.966, 0.599, 0.746, -0.698, 0.477, 0.470, 0.456, 0.531, 0.494, 0.458, 0.412, 0.498, -0.833, -0.473, -0.696, 0.620, 0.478, -0.640, 0.883, -0.690, 0.583, -0.391, -0.880, -0.962, -0.751, -0.113, 0.407, -0.687, 0.368, 0.419, 0.461, 0.581, 1.035, 0.411, 0.497, 0.515, -0.759, -0.543, -0.657, 0.355, 0.897, -1.140, 0.782, -0.731, 0.369, -1.203, -1.226, 0.066, -0.046, 0.455, 0.379, -0.873, 0.400, 0.469, 0.738, 0.457, 0.512, 0.450, 0.472, 0.406, 0.372, -0.581, -0.125, -0.237, -0.322, 0.215, 0.276, 0.188, -0.484, 2.343, -0.428, 0.331, -1.177, 2.360, 0.751, -0.214, -1.185, -1.286, -1.879, -0.556, 0.219, -0.559, 0.883, -1.130, -0.781, 0.481, -0.028, 0.577, 0.065, 0.146, -0.098, -0.216, -0.209, 0.411, 0.700, 0.314, 0.040, 0.250, -1.116, 1.698, -0.676, -1.073, -0.964, 1.503, -0.171, 2.094, -1.692, -1.771, -0.790, 0.555, -0.131, 0.214, 0.391, 0.146, 0.303, 0.538, 0.462, 0.371, 0.463, 0.384, 0.257, 0.322, 0.480, 0.335, -0.377, -0.641, 0.548, -0.342]}

=====

(2)
{"formula": "C13H10AgBrN2S2", "method": "ωB97M-V/def2-TZVPD", "total_energy_ev": -112336.6979, "spin_multiplicity": 1, "total_charge": 0, "orbital_gap_ev": 7.03, "elements": ["Ag", "C", "C", "C", "C", "C", "Br", "N", "C", "H", "H", "H", "H", "H", "H", "S", "C", "N", "C", "C", "C", "C", "C", "C", "S", "H", "H", "H", "H"], "xyz": [[-0.256, 0.093, 0.000], [-0.835, 5.656, 0.000], [0.162, 4.534, 0.000], [1.534, 4.749, 0.000], [2.411, 3.678, 0.000], [1.874, 2.403, 0.000], [3.027, 0.912, 0.000], [0.569, 2.166, 0.000], [-0.262, 3.213, 0.000], [-0.334, 6.623, 0.000], [-1.478, 5.611, 0.880], [-1.478, 5.611, -0.880], [1.923, 5.760, 0.000], [3.481, 3.820, 0.000], [-1.318, 2.969, 0.000], [-2.767, -0.811, 0.000], [-1.784, -2.210, 0.000], [-0.468, -2.156, 0.000], [0.117, -3.409, 0.000], [1.484, -3.673, 0.000], [1.914, -4.987, 0.000], [0.998, -6.042, 0.000], [-0.363, -5.792, 0.000], [-0.795, -4.472, 0.000], [-2.415, -3.840, 0.000], [2.188, -2.850, 0.000], [2.974, -5.204, 0.000], [1.354, -7.064, 0.000], [-1.073, -6.609, 0.000]], "mulliken_charge": [0.241, -1.330, 0.522, -0.193, -0.523, 0.209, -0.165, -0.229, -0.326, 0.354, 0.323, 0.323, 0.363, 0.390, 0.484, -0.513, 0.558, -0.267, -0.545, -0.414, -0.520, -0.449, -0.484, 0.895, -0.229, 0.439, 0.355, 0.361, 0.371]}

=====

(3)
{"formula": "C13H10Cl3F9MoN5O7S2Si", "method": "ωB97M-V/def2-TZVPD", "total_energy_ev": -128862.7716, "spin_multiplicity": 3, "total_charge": -1, "relative_energy_kj_mol": 79.2, "orbital_gap_ev": [7.01, 7.16], "elements": ["Mo", "N", "C", "C", "O", "N", "C", "C", "O", "O", "H", "H", "H", "H", "H", "H", "F", "C", "F", "F", "S", "O", "O", "N", "S", "O", "O", "C", "F", "F", "F", "Cl", "Si", "Cl", "Cl", "N", "C", "C", "C", "C", "N", "C", "C", "H", "H", "H", "H", "F", "C", "F", "F"], "xyz": [[-0.210, 0.163, -0.594], [-0.155, 0.264, 1.689], [-1.134, 1.264, 2.147], [-2.363, 1.214, 1.241], [-3.457, 1.486, 1.707], [-2.132, 0.754, -0.023], [-3.193, -0.129, -0.514], [-2.488, -1.457, -0.919], [-2.411, -1.532, -2.320], [-1.253, -1.555, -0.350], [-0.460, -0.675, 1.942], [0.763, 0.395, 2.111], [-0.681, 2.254, 2.136], [-1.484, 1.073, 3.161], [-3.697, 0.267, -1.397], [-3.932, -0.283, 0.268], [2.851, -4.520, 0.628], [2.364, -3.608, -0.209], [1.221, -4.045, -0.715], [3.234, -3.407, -1.189], [2.031, -2.043, 0.700], [1.513, -1.174, -0.364], [1.116, -2.339, 1.761], [3.483, -1.703, 1.142], [3.864, -0.425, 1.982], [4.526, -0.742, 3.205], [2.817, 0.576, 2.002], [5.188, 0.281, 0.912], [4.774, 0.439, -0.335], [5.547, 1.473, 1.402], [6.254, -0.519, 0.918], [-2.264, 1.092, -3.830], [-1.234, -0.472, -2.856], [-0.361, -1.500, -4.422], [-3.497, -2.872, -0.395], [0.659, 7.721, 0.176], [0.547, 6.584, 0.068], [0.407, 5.156, -0.062], [-0.622, 4.617, -0.824], [-0.725, 3.241, -0.912], [0.131, 2.422, -0.295], [1.134, 2.942, 0.422], [1.304, 4.304, 0.573], [-1.330, 5.249, -1.339], [-1.510, 2.772, -1.488], [1.819, 2.242, 0.881], [2.120, 4.689, 1.166], [1.847, -0.100, -2.872], [1.300, 0.852, -2.085], [2.388, 1.385, -1.421], [0.916, 1.850, -2.938]], "mulliken_charge": [1.271, -0.052, -0.637, 0.327, -0.739, 0.504, -1.581, 1.224, -0.465, -0.741, 0.318, 0.179, 0.191, 0.503, 0.332, 0.473, -0.213, 0.464, -0.174, -0.211, 1.069, -0.422, -0.693, -0.540, 0.825, -0.659, -0.737, 0.694, -0.193, -0.237, -0.241, -0.373, 0.703, -0.345, -0.285, -0.498, -0.252, 0.595, -0.847, -0.456, 0.845, -0.491, -0.841, 0.514, 0.387, 0.595, 0.556, -0.230, 0.167, -0.302, -0.282]}

=====

> What is the formula in the third record?

C13H10Cl3F9MoN5O7S2Si